Entry 1:
106
Properties=species:S:1:pos:R:3 method="wB97M-V/def2-TZVPD" total_charge=0 multiplicity=1 lumo_ev=-1.456 largest_force_ev_per_a=6.11 orbital_gap_ev=7.6616
F -3.21288 -1.27702 2.45786
O -2.67422 6.09669 3.86120
O 0.87649 2.49331 4.87768
O -6.43201 -7.98856 1.17064
O 7.47122 -1.77171 0.20991
O 0.55596 -1.87213 2.64737
O 8.66583 -3.90776 -1.52639
O -6.13222 -3.79541 -2.03712
O 8.34111 0.10614 2.96882
O 0.39039 1.53250 -7.47394
O -4.32037 4.42974 1.78785
O 2.15825 -4.92801 1.04025
O -2.27557 -5.59847 2.23164
O 0.79846 4.68482 -6.46381
O 1.41228 2.58459 -3.84730
O -0.86411 -3.18745 -4.60466
O 0.87130 5.87369 -1.14141
O -5.55410 -5.48790 0.60284
O 8.13000 -1.38086 -2.72657
O -4.86091 3.57560 5.15296
O -4.32819 2.11012 -2.04807
O -0.19960 7.60312 2.63874
O -2.31349 -3.21437 0.51497
O 0.90470 -1.42977 -3.00444
N 1.02842 0.61703 -0.41000
N 1.29253 3.51026 0.88802
C -4.25703 -0.53121 0.27278
C 2.28616 2.85274 0.10231
C 0.01694 1.21660 0.41380
C -2.29711 2.30094 2.18448
C -1.28740 0.36045 0.67051
C 4.23829 -0.80558 0.57010
C 2.18134 1.44198 -0.54548
C 4.63066 0.30823 -0.51790
C -2.45251 0.86704 1.54598
C -1.04047 3.14865 1.91417
C -5.57874 -1.45883 0.34681
C -3.70876 -0.09627 1.72942
C 3.41142 0.83438 -1.41764
C 3.28342 -1.97484 0.03319
C 0.16783 2.62427 1.03075
H 7.76139 -3.70899 -1.24671
H -1.32947 -0.69551 0.20406
H -3.16241 2.65039 2.84280
H 1.54883 4.22550 -6.86119
H 5.51926 -0.00754 -1.18997
H 5.23873 -1.31779 0.88784
H -2.81159 -3.99951 0.78226
H -2.20400 -5.15777 3.08764
H 8.15332 -0.72740 -3.43682
H -4.58960 3.61692 4.22568
H -6.83708 -4.42722 -2.22988
H 7.66493 -1.40728 -0.66590
H 1.61991 5.41498 -1.54089
H 0.44121 -1.70238 3.59059
H 0.78713 2.63062 3.92495
H -1.87285 5.79253 4.30848
H -0.35236 7.40223 1.70691
H 3.80525 1.68622 -2.08914
H 8.34241 -1.96918 0.57807
H -0.29823 2.06240 -7.89443
H -4.75815 2.56248 -2.78459
H -1.28948 -2.73146 -5.34085
H 1.27072 2.94972 -2.96422
H 2.05923 -5.69315 0.46066
H 7.49768 -0.10305 3.38860
H -5.61916 2.97865 5.14778
H 3.13724 -2.70809 0.91707
H 8.56919 -4.67604 -2.10294
H 8.79346 -2.03408 -2.98557
H -6.53353 -0.84179 0.21934
H 3.71522 -2.59929 -0.82015
H 0.69666 4.26153 -5.60073
H -3.43375 -1.07074 -0.32153
H -5.53844 -3.86875 -2.79560
H 1.25498 -4.72797 1.32043
H 3.85505 -0.28960 1.52778
H -3.48435 2.56992 -1.95218
H 3.27044 3.43170 -0.06983
H -3.33528 6.13340 4.56574
H -5.45785 -6.37178 0.22434
H 5.02028 1.22535 0.07676
H -2.63203 -2.52103 1.10970
H -6.92607 -8.77026 1.44647
H 8.19509 -0.10069 2.03599
H 1.55218 3.12958 5.14294
H 3.01521 0.03488 -2.15624
H -0.02024 -2.72936 -4.50402
H -2.73836 -6.42225 2.43015
H -3.64277 5.06758 2.05459
H -5.67812 -2.02557 1.34522
H -0.13149 -1.33657 2.22845
H 0.44116 -2.25326 -2.80309
H 0.97215 -0.98535 -2.14833
H 2.23702 -1.64137 -0.27842
H -6.75259 -7.28898 1.75519
H 0.76723 5.44508 -0.28045
H 0.27643 1.70830 -6.53159
H -4.55545 0.43223 -0.31426
H 1.21081 1.64448 -3.74543
H -0.99729 4.18340 2.42049
H -1.03866 7.38664 3.06612
H -4.52294 0.35139 2.39963
H -5.50692 -2.19933 -0.53848
H -4.40900 4.56721 0.83662
H -5.55357 -4.90174 -0.16621

Entry 2:
104
Properties=species:S:1:pos:R:3 method="wB97M-V/def2-TZVPD" total_charge=-2 multiplicity=1 lumo_ev=3.208 largest_force_ev_per_a=7.03 orbital_gap_ev=4.8486
Cu -2.78443 28.85092 8.79997
S -0.56515 26.37121 9.85938
S -1.31690 27.42725 6.07593
O -3.87179 27.49933 3.47610
O 1.32109 19.01310 7.99148
O -1.16919 25.27165 9.05928
O -0.39048 25.78524 11.15956
O -1.44100 28.03209 4.74788
O -3.29643 21.92640 7.49564
O -4.75558 27.02961 9.86450
O 0.70835 26.79090 9.22986
O -2.46164 27.70917 6.97130
O -3.55405 24.57155 12.36817
O 2.35684 24.61124 15.60537
O 1.00461 26.35988 0.32097
O -0.16209 28.02099 6.79358
O -1.24980 26.01010 5.92914
O -1.52681 27.46555 9.97741
N -0.10585 24.06365 7.13820
N -0.71100 25.30576 13.62539
N -0.07104 21.44391 7.73832
N -1.35438 27.13963 1.95308
N -3.31795 25.64008 7.99636
C 1.27082 21.31221 7.03803
C -5.91685 27.43921 9.26416
C 0.31602 25.38274 14.67660
C -7.19500 26.67535 9.64783
C 0.96907 26.39854 1.80780
C -3.72626 22.24060 6.14485
C 2.22620 26.82749 -0.25913
C -0.38422 26.22644 2.41885
C -3.37996 26.15438 2.98485
C -6.13485 28.96192 9.40016
C 1.51784 24.40303 14.48147
C 3.73733 24.42656 15.45470
C -2.41110 23.68086 12.51058
C 2.25286 18.01192 8.46670
C -1.11079 20.70849 7.07693
C -4.55579 24.11120 11.39870
C -2.65981 26.51644 1.74688
C -4.65418 27.31925 4.65530
C 1.86311 19.92532 7.08021
C -1.54372 24.10496 13.74657
C -2.56587 20.75947 7.72123
H -4.90158 23.08164 11.49100
H -0.16577 25.17381 15.63176
H -0.68264 25.22034 2.12421
H -0.95668 19.63336 7.16875
H -5.08697 28.30764 4.80977
H -7.00743 29.32029 8.85401
H -3.68633 24.83845 7.50464
H -7.36369 26.74199 10.72263
H -0.74937 24.66260 6.64095
H -3.09343 27.23861 1.05511
H -4.06897 25.99651 8.56997
H 2.15624 27.87375 0.03841
H 3.00714 18.53062 9.05842
H -5.45112 26.61230 4.42464
H -6.46873 29.35797 10.35919
H -7.10255 25.59208 9.56977
H 1.66926 19.42942 6.12910
H -3.15054 26.46069 7.43187
H 4.08828 24.50659 16.48355
H 1.74663 17.27590 9.09129
H -2.46622 25.68942 1.06376
H 1.84428 24.68226 13.47970
H -3.13828 19.83198 7.70678
H -1.77458 23.65364 11.62616
H -0.90102 27.45392 1.10704
H -0.31852 25.45171 12.70629
H -0.18858 24.48962 8.05024
H -4.77996 22.50407 6.05338
H 0.78701 24.15407 6.67483
H -8.12010 26.98702 9.16291
H -2.13433 24.24840 14.65139
H 4.02627 23.47781 15.00249
H 4.17178 25.31105 14.98884
H -5.31560 29.50495 8.92893
H 3.07120 26.21993 0.06486
H 2.93791 20.05402 6.95234
H -2.29152 20.74258 8.77601
H -0.36858 23.09111 7.21055
H -4.22990 25.47885 2.88811
H -2.71525 22.65368 12.71182
H -2.82657 25.58641 3.73269
H -1.11065 20.95366 6.01486
H 2.00854 21.92309 7.55830
H -2.41859 25.57405 8.45121
H -0.97481 23.19610 13.94263
H 1.58129 25.57675 2.17921
H -4.13914 24.20526 10.39587
H 0.68938 26.40144 14.78131
H -3.19524 23.04174 5.63077
H -0.01182 20.97400 8.63038
H -5.84070 27.28806 8.18738
H 1.51683 21.47036 5.98799
H -3.55953 21.32113 5.58370
H 1.33839 27.34253 2.20853
H 1.19244 23.36701 14.38724
H -0.08026 26.38776 3.45310
H 2.13235 26.65248 -1.33089
H -5.38669 24.81531 11.44277
H -4.25911 26.89519 5.57844
H 2.74722 17.44844 7.67538

Entry 3:
102
Properties=species:S:1:pos:R:3 method="wB97M-V/def2-TZVPD" total_charge=0 multiplicity=1 e_above_lowest_kj_mol=448.9 lumo_ev=0.387 smiles="Oc1ccc(O)cc1.COCCNCCOC.COCCNCCOC.O=C1OCCO1.O=C1OCCO1.O=C1OCCO1.O=C1OCCO1" largest_force_ev_per_a=2.35 orbital_gap_ev=8.5022
O -23.52151 -7.14413 15.80654
O -17.69712 -4.01257 15.04490
O -22.05979 -5.85119 12.37198
O -23.73930 -11.03013 11.88329
O -22.42287 -9.29075 9.61568
O -26.10641 -9.56018 19.89369
O -24.15996 -10.14346 19.02342
O -26.46619 -15.26275 16.17274
O -19.20470 -3.82135 13.42778
O -22.05495 -7.15065 18.37076
O -24.20264 -6.38972 12.40073
O -29.01343 -11.54609 14.05603
O -17.98849 -2.04519 13.93890
O -21.17894 -5.17430 18.78706
O -27.61072 -13.04679 10.60263
O -21.12644 -5.99065 16.70218
O -23.29351 -5.36922 14.15525
O -24.49418 -10.34233 21.22136
N -25.14588 -10.73547 9.35728
N -26.49828 -12.32124 15.96768
C -28.63604 -12.36282 9.92791
C -24.68098 -8.89197 14.70819
C -23.70507 -10.00663 12.82455
C -21.30208 -5.80681 20.06181
C -27.79345 -11.68749 16.20434
C -22.34040 -6.90077 19.75070
C -25.96090 -13.09466 17.06998
C -27.09197 -16.49455 16.35000
C -24.83748 -9.49448 17.95055
C -24.75081 -9.87727 13.73185
C -26.47979 -12.23322 10.89745
C -23.17743 -5.84969 13.08962
C -24.03882 -10.72252 8.40947
C -22.55579 -9.21446 12.94326
C -21.44465 -6.09254 17.83282
C -18.39462 -5.26959 15.00736
C -19.25823 -5.18273 13.77013
C -22.20792 -6.67510 11.19711
C -28.23174 -10.87366 14.99996
C -18.24827 -3.16915 14.14077
C -23.70511 -7.04646 11.23378
C -26.09096 -8.87176 18.64982
C -24.88549 -10.04802 20.15412
C -23.26501 -9.41377 8.48251
C -22.57659 -8.15241 13.85569
C -26.67137 -14.42734 17.29818
C -25.62535 -12.10903 9.62605
C -21.34539 -10.20895 9.69340
C -23.56743 -8.09577 14.81736
C -29.38774 -10.68964 12.99533
H -23.36267 -6.53615 19.85141
H -18.82119 -5.79014 12.96227
H -26.58133 -17.07858 17.12571
H -19.05450 -5.21209 15.87552
H -27.34330 -10.36857 14.59026
H -29.07479 -11.55849 10.51285
H -26.05308 -7.78584 18.64757
H -21.63665 -11.13227 10.19962
H -25.19047 -10.20192 17.19898
H -24.45224 -10.76707 7.38580
H -28.14028 -16.39462 16.64485
H -27.06094 -17.11170 15.45449
H -23.75373 -8.13109 11.28530
H -21.85333 -5.14986 20.74675
H -23.35475 -11.55277 8.57622
H -28.82685 -10.02032 15.37161
H -30.00540 -11.26103 12.31247
H -26.88780 -11.26829 11.20780
H -28.51605 -12.47434 16.46194
H -21.76055 -7.44483 13.75911
H -23.76839 -10.61128 11.00423
H -22.61693 -9.35078 7.59057
H -25.58506 -10.52349 13.48633
H -25.89057 -10.09890 9.12195
H -20.30386 -6.02385 20.43727
H -20.92255 -10.52226 8.72812
H -20.26921 -5.56333 13.90177
H -26.93210 -9.23718 18.06395
H -24.87956 -13.20477 16.99026
H -20.54797 -9.64628 10.18016
H -24.26643 -6.64162 10.39722
H -17.72869 -6.12197 15.06963
H -26.25802 -14.98234 18.14859
H -27.79666 -10.98440 17.03946
H -21.70251 -9.33069 12.29169
H -24.20650 -8.74657 17.47328
H -21.99633 -6.06110 10.32819
H -26.57278 -12.90825 15.14393
H -30.02837 -9.90593 13.40952
H -28.47314 -10.33459 12.52188
H -23.90027 -8.52640 8.42177
H -29.40798 -13.04492 9.58241
H -25.53023 -8.68286 15.34819
H -28.15324 -11.96286 9.02136
H -22.15951 -7.75800 20.39681
H -21.54989 -7.51305 11.39112
H -27.72142 -14.18819 17.50113
H -26.24943 -12.37141 8.76666
H -26.16133 -12.61720 18.03925
H -22.68801 -6.63916 15.74662
H -25.90165 -12.72889 11.66607
H -24.77389 -12.76985 9.75171

Entry 4:
39
Properties=species:S:1:pos:R:3 method="wB97M-V/def2-TZVPD" total_charge=0 multiplicity=1 e_above_lowest_kj_mol=1888.0 lumo_ev=-0.677 largest_force_ev_per_a=9.43 orbital_gap_ev=6.0892
O 1.70642 1.57880 -1.48073
O -1.54085 1.85583 0.97013
O -0.29807 -0.45345 2.45732
O -0.95882 0.86018 -1.69898
O -1.24382 -2.12781 -0.25343
O 1.38120 -1.99942 -1.05355
O -0.13700 -0.43891 0.07726
O 1.75668 -0.30966 1.93914
O 0.57068 1.50950 0.61850
O -2.18125 -0.18549 1.33966
O 0.55174 -0.34365 -2.20046
O 1.29280 -2.12932 1.12726
O -3.12124 0.83661 -1.19495
H 2.30531 -0.11946 1.17817
H -1.69282 2.70883 0.56328
H 0.29421 -0.85065 -2.97043
H -3.20086 1.48294 -1.89648
H -0.35565 0.04864 -0.71693
H 1.21807 -1.98306 -0.11050
H -0.74265 -1.32225 -0.12644
H -0.59054 1.74384 0.94498
H -0.86292 1.63798 -2.24860
H 1.15031 2.01485 0.04849
H 0.82726 -2.65512 1.77768
H -1.34588 -0.55876 1.05849
H 1.06576 -0.95420 -1.67201
H 1.01495 0.92124 -1.55632
H -0.73561 -2.62856 -0.89156
H -0.54007 0.11533 3.18818
H -0.33818 0.22988 -2.06472
H -2.07613 0.75792 1.21656
H 0.41848 0.00775 2.02134
H 2.34369 -0.74913 2.55438
H 1.17164 -1.22545 1.41805
H -2.17897 0.69327 -1.10650
H 2.33435 -1.96130 -1.13292
H 1.67907 2.05248 -2.31207
H 0.19131 0.22495 0.68367
H 0.86729 1.71479 1.50513

Entry 5:
22
Properties=species:S:1:pos:R:3 method="wB97M-V/def2-TZVPD" total_charge=0 multiplicity=1 e_above_lowest_kj_mol=585.8 lumo_ev="0.830 / 0.841" largest_force_ev_per_a=3.66 orbital_gap_ev="6.7896 / 6.8458"
O 2.08451 -1.06291 1.34998
N -0.72888 -1.48564 0.93654
C 1.96317 -0.63862 0.22280
C -0.38062 -0.91498 -0.23613
C 3.17756 -0.29797 -0.62536
C 0.03099 1.48151 0.65668
C -3.24180 0.25772 -0.10988
C -0.12132 0.44651 -0.42256
C -2.22984 0.56829 -0.90215
H -4.27445 0.55052 -0.31248
H -0.76611 -2.49277 0.96317
H 0.18756 0.72843 -1.41786
H -0.49074 -1.53207 -1.11821
H 4.11203 -0.56688 -0.12070
H 3.17729 0.77329 -0.84283
H -0.33967 -1.07885 1.77719
H -0.70476 2.27389 0.50946
H 3.10026 -0.82442 -1.58016
H -3.09521 -0.28161 0.82615
H -2.37232 1.10633 -1.83973
H 1.03186 1.91598 0.62997
H -0.11953 1.07425 1.65614

Computed E_tot, in the same sequence as the records: -69394.7943; -127214.9081; -71784.2802; -27022.3797; -11001.6819 eV.